# C3H6N3O5

The ion C3H6N3O5 with charge -1 (ωB97M-V with the def2-TZVPD basis set, the Open Molecules 2025 dataset).

Output
E_HOMO: -4.39 eV
Charge: -1
Relative energy (zero: lowest compared OMol25 entry of this formula, charge and spin): 31.72 kcal per mole
Total energy: -17914.13864 eV

Element x y z (Å)
H: -1.62037 -0.95523 -2.04861
N: -1.14437 -0.09130 -1.73158
N: 0.04619 -0.03482 -2.18480
O: 0.62357 -0.83226 -2.94095
C: 0.76907 1.13514 -1.51782
C: 0.78120 0.70344 0.02662
O: 1.58991 1.37055 0.70141
N: -0.12181 -0.17385 0.27020
C: -0.40982 -0.46751 1.72147
O: -1.62130 -1.13393 1.52615
O: -0.41865 0.63363 2.53867
O: 0.56158 -1.35378 2.25371
H: 0.23295 2.16799 -1.67545
H: 1.79739 1.24946 -1.95048
H: -1.66770 -1.08050 0.57480
H: 0.25206 1.16476 2.03388
H: 0.35012 -2.30178 2.40277

---

# C18H15B

The molecule C18H15B (ωB97M-V with the def2-TZVPD basis set, the Open Molecules 2025 dataset).

Output
E_HOMO: -8.81 eV
Charge: 0
Relative energy (zero: lowest compared OMol25 entry of this formula, charge and spin): 26.56 kcal per mole
Total energy: -19584.43663 eV

Element x y z (Å)
C: 4.02560 -0.07585 -1.22572
C: 3.80168 -0.42624 0.10178
C: 2.45418 -0.36450 0.51241
C: 1.38494 -0.00674 -0.30598
B: -0.08816 0.09543 0.08801
C: -1.06208 1.08121 -0.64166
C: -1.88114 0.67882 -1.69146
C: -2.63093 1.50783 -2.38255
C: -2.65013 2.85489 -2.02444
C: -1.92762 3.26913 -0.91848
C: -1.11924 2.41997 -0.20828
C: -0.65649 -1.05077 1.06430
C: -1.13020 -2.35523 0.82293
C: -1.46274 -3.16007 1.88303
C: -1.05071 -2.73397 3.15536
C: -0.41799 -1.50857 3.40080
C: -0.30724 -0.64043 2.34978
C: 1.64386 0.26978 -1.65516
C: 2.99515 0.26816 -2.13650
H: 4.99175 -0.26608 -1.64339
H: 4.55476 -0.82165 0.77541
H: 2.33159 -0.62863 1.54540
H: -1.84035 -0.38457 -2.06447
H: -3.38096 1.19993 -3.11284
H: -3.22064 3.68123 -2.51075
H: -1.91833 4.35397 -0.80550
H: -0.65570 2.77594 0.75007
H: -1.33221 -2.71732 -0.18087
H: -2.13126 -4.03109 1.68763
H: -1.22994 -3.41383 3.98637
H: -0.17707 -1.21630 4.37140
H: 0.01435 0.42745 2.42508
H: 0.83184 0.51586 -2.26408
H: 3.24144 0.40223 -3.14761

---

# C12H29MnN4O9P

A structure of composition C12H29MnN4O9P (ωB97M-V with the def2-TZVPD basis set, the Open Molecules 2025 dataset).

Output
E_HOMO (spin up / spin down): -11.28 / -12.25 eV
Charge: +1
Relative energy (zero: lowest compared OMol25 entry of this formula, charge and spin): 0.00 kcal per mole
Total energy: -77895.07013 eV
⟨S²⟩: 6.14
Spin multiplicity: 5

Element x y z (Å)
O: -0.28391 -2.09210 -5.08451
H: -1.08383 -1.75601 -4.62520
Mn: -0.50943 0.10601 -0.68496
N: 0.98014 -0.94385 -1.24474
N: -1.15200 -1.67252 -0.17862
N: 0.17891 1.92274 -0.73072
N: -1.76648 1.10283 0.55385
O: 2.18132 -0.53199 -1.33910
O: 1.27921 2.36863 -1.43931
O: -2.87676 0.62339 1.18955
O: -2.20609 -1.92968 0.49723
C: -0.50320 -2.72086 -0.88502
C: 0.69221 -2.30545 -1.48891
C: -0.43715 2.89936 -0.01898
C: -1.56162 2.43063 0.72262
C: 1.65575 -3.10142 -2.24745
H: 1.80880 -2.63912 -3.22429
H: 1.26035 -4.10247 -2.38861
H: 2.61406 -3.17331 -1.72087
C: -1.13796 -4.04076 -0.96398
H: -2.11476 -3.95485 -1.44325
H: -1.26725 -4.45623 0.03494
H: -0.50459 -4.69843 -1.55461
C: 0.05734 4.29888 0.08634
C: -2.35337 3.30752 1.62880
H: 0.70020 4.58317 -0.74439
H: 0.59579 4.45660 1.03264
H: -0.81941 4.95878 0.11341
H: -2.93427 2.72955 2.34337
H: -3.01969 3.91428 1.00576
H: -1.67292 3.99414 2.14951
H: 1.53384 1.71714 -2.13872
H: -2.88901 -0.37287 1.00084
C: -1.93162 0.25503 -2.08238
H: -1.91682 0.01090 -3.17299
H: -1.96826 1.33413 -1.87398
H: -2.70391 -0.33025 -1.56527
O: 1.69766 1.01259 -4.67365
H: 1.43562 0.14859 -5.12173
H: 0.97339 1.20503 -4.10185
C: 2.16298 1.96362 2.73823
O: 0.88999 1.50799 2.23279
P: 0.44031 0.09314 1.42037
O: -0.62837 -0.37984 2.52141
C: -0.34985 -0.83321 3.84190
O: 1.24237 -1.37306 1.41052
C: 2.24041 -2.08210 2.14929
H: 2.06873 2.98792 3.18213
H: 2.88452 1.95650 1.89762
H: 2.48873 1.23484 3.50816
H: 0.58900 -0.44585 4.28066
H: -1.20894 -0.50519 4.44458
H: -0.32254 -1.92294 3.74488
H: 2.92046 -1.31305 2.54541
H: 1.74892 -2.64939 2.96219
H: 2.80301 -2.79711 1.49907